Record 1
Molecular formula: C30H35ClN2O2Ru
Method: DFT, ωB97M-V with the def2-TZVPD basis set

Summary:
energy above the lowest of the compared OMol25 structures with the same formula, charge and spin = 0.00 kcal/mol
F_max = 3.524 eV/Å
frontier orbital gap (alpha / beta) = 2.6406 / 5.6508 eV
E_LUMO (alpha / beta) = 2.7 / 2.2 eV

Geometry as ORCA input:
```
! RIJCOSX wB97M-V def2-TZVPD def2/J DEFGRID3
* xyz -1 6
Ru -0.023 -0.105 -0.187
Cl 1.831 -0.239 -1.626
N 0.239 2.026 -0.385
N 0.048 -2.325 -0.100
C -0.685 2.814 -0.886
C -0.636 -3.095 -0.907
C 1.390 2.885 0.013
C 0.713 4.248 0.115
C 2.397 2.958 -1.125
C 2.045 2.355 1.266
H 1.874 3.210 -2.061
H 2.894 1.992 -1.252
H 3.135 3.737 -0.890
H 1.326 2.350 2.089
H 2.912 2.969 1.543
H 2.404 1.336 1.081
C 1.035 -3.189 0.618
C 0.868 -4.535 -0.088
C 0.677 -3.307 2.100
C 2.429 -2.645 0.401
H 2.621 -2.634 -0.681
H 3.166 -3.290 0.899
H 2.532 -1.623 0.785
H -0.301 -3.798 2.197
H 0.640 -2.321 2.580
H 1.435 -3.923 2.603
O -0.232 -4.358 -1.012
H 0.602 -5.373 0.568
H 1.747 -4.805 -0.687
O -0.495 4.114 -0.718
H 1.282 5.091 -0.299
H 0.387 4.487 1.138
C -1.861 2.330 -1.644
C -1.798 -2.674 -1.716
C -1.353 -1.417 -2.347
H -2.627 -2.508 -1.014
H -2.061 -3.459 -2.428
C -1.528 -0.186 -1.593
C -1.422 1.077 -2.306
H -2.331 -0.263 -0.852
C -0.913 1.071 -3.590
C -0.604 -0.134 -4.220
C -0.703 2.358 -4.342
C -0.849 -1.370 -3.629
H -0.226 -0.106 -5.243
C -0.594 -2.641 -4.400
H -0.298 -2.396 -5.425
H -1.492 -3.272 -4.449
H 0.212 -3.235 -3.943
H -1.601 2.986 -4.332
H -0.460 2.127 -5.384
H 0.131 2.941 -3.925
H -2.181 3.107 -2.346
H -2.660 2.158 -0.916
C 0.799 0.392 5.556
C 1.596 0.071 4.445
C 1.036 -0.014 3.168
C -0.325 0.251 2.935
C -0.954 0.275 1.629
C -2.294 0.636 1.531
C -3.075 0.895 2.684
C -2.508 0.880 3.945
C -1.139 0.575 4.093
C -0.552 0.631 5.377
H 1.236 0.460 6.550
H 2.658 -0.113 4.573
H 1.654 -0.273 2.307
H -2.756 0.721 0.552
H -4.128 1.115 2.552
H -3.083 1.105 4.844
H -1.202 0.892 6.218
*
```

Löwdin atomic charges, in units of e: 1.066, 0.039, 0.018, 0.056, -0.349, -0.341, -0.546, -0.056, -0.073, -0.033, 0.083, 0.004, 0.085, 0.085, 0.092, 0.062, -0.535, -0.079, -0.014, -0.098, 0.041, 0.088, 0.042, 0.091, 0.061, 0.089, 0.022, 0.127, 0.126, 0.023, 0.126, 0.135, -0.042, -0.044, -0.215, 0.143, 0.120, -0.236, -0.196, 0.095, -0.243, -0.018, -0.037, -0.252, 0.112, -0.038, 0.073, 0.076, 0.089, 0.075, 0.073, 0.082, 0.122, 0.125, -0.167, -0.151, -0.178, -0.229, -0.253, -0.207, -0.157, -0.106, -0.205, -0.117, 0.072, 0.073, 0.056, 0.029, 0.068, 0.087, 0.083

***

Record 2
Molecular formula: C30H35ClN2O2Tb
Method: DFT, ωB97M-V with the def2-TZVPD basis set

Summary:
F_max = 5.394 eV/Å
frontier orbital gap (alpha / beta) = 4.2881 / 4.3044 eV
E_LUMO (alpha / beta) = 2.7 / 2.7 eV

Geometry as ORCA input:
```
! RIJCOSX wB97M-V def2-TZVPD def2/J DEFGRID3
* xyz -1 7
Tb -0.054 0.326 -0.031
Cl 0.057 2.244 -1.968
N 2.126 -0.494 -0.716
N -2.258 1.141 0.381
C 3.127 -0.228 0.139
C -2.396 2.214 1.157
C 2.713 -1.210 -1.863
C 4.074 -1.671 -1.310
C 2.883 -0.198 -2.994
C 1.805 -2.362 -2.286
H 3.680 0.518 -2.733
H 1.955 0.368 -3.148
H 3.169 -0.721 -3.918
H 1.630 -3.044 -1.445
H 2.287 -2.918 -3.105
H 0.835 -1.986 -2.646
C -3.564 0.870 -0.276
C -4.438 2.033 0.214
C -4.126 -0.487 0.154
C -3.354 0.911 -1.781
H -2.805 1.823 -2.047
H -4.329 0.887 -2.283
H -2.758 0.044 -2.115
H -4.297 -0.488 1.239
H -3.440 -1.304 -0.104
H -5.083 -0.652 -0.358
O -3.566 2.807 1.128
H -5.319 1.715 0.796
H -4.738 2.709 -0.592
O 4.277 -0.802 -0.107
H 4.929 -1.498 -1.985
H 4.061 -2.715 -0.975
C 2.949 0.701 1.284
C -1.334 2.810 2.012
C -0.085 3.013 1.243
H -1.097 2.090 2.824
H -1.667 3.755 2.428
C 0.812 1.970 1.054
C 2.146 1.878 0.845
H -1.089 -0.567 1.209
C 2.622 3.096 0.340
C 1.766 4.199 0.296
C 4.006 3.149 -0.087
C 0.458 4.188 0.707
H 2.176 5.138 -0.115
C -0.458 5.311 0.633
H -0.031 6.189 0.168
H -0.828 5.659 1.587
H -1.348 5.103 0.048
H 4.736 2.802 0.638
H 4.347 4.127 -0.358
H 4.211 2.561 -0.977
H 3.914 1.043 1.644
H 2.410 0.189 2.112
C -2.210 -5.108 -0.758
C -1.999 -3.841 -1.345
C -1.330 -2.853 -0.660
C -0.779 -3.058 0.641
C -0.079 -2.020 1.385
C 0.552 -2.392 2.605
C 0.322 -3.681 3.226
C -0.467 -4.642 2.579
C -1.007 -4.367 1.264
C -1.735 -5.362 0.547
H -2.738 -5.905 -1.304
H -2.383 -3.657 -2.388
H -1.172 -1.844 -1.169
H 1.162 -1.669 3.137
H 0.748 -3.892 4.214
H -0.676 -5.609 3.042
H -1.899 -6.336 1.028
*
```

Löwdin atomic charges, in units of e: 1.055, -0.127, 0.033, -0.017, -0.343, -0.354, -0.552, -0.027, -0.036, -0.028, 0.086, 0.044, 0.084, 0.090, 0.087, 0.084, -0.545, -0.044, -0.025, -0.056, 0.051, 0.085, 0.078, 0.093, 0.065, 0.085, 0.017, 0.127, 0.124, 0.033, 0.129, 0.129, -0.035, -0.043, -0.252, 0.144, 0.118, -0.309, -0.272, -0.034, -0.246, -0.020, -0.052, -0.287, 0.123, -0.056, 0.073, 0.077, 0.089, 0.079, 0.067, 0.084, 0.122, 0.136, -0.120, -0.139, -0.127, -0.231, -0.229, -0.175, -0.127, -0.105, -0.184, -0.062, 0.085, 0.105, 0.076, 0.050, 0.077, 0.077, 0.095

***

Record 3
Molecular formula: C30H35CuN5O8S3
Method: DFT, ωB97M-V with the def2-TZVPD basis set

Summary:
energy above the lowest of the compared OMol25 structures with the same formula, charge and spin = 0.00 kcal/mol
F_max = 2.099 eV/Å
frontier orbital gap (alpha / beta) = 6.1381 / 6.3545 eV
E_LUMO (alpha / beta) = 3.1 / 3.1 eV

Geometry as ORCA input:
```
! RIJCOSX wB97M-V def2-TZVPD def2/J DEFGRID3
* xyz -2 2
Cu 15.035 7.889 16.904
C 12.545 8.771 19.604
C 12.636 9.564 18.327
N 13.171 9.154 17.191
C 12.909 10.137 16.246
C 12.243 11.144 16.851
N 12.013 10.738 18.147
C 11.859 12.548 16.468
O 12.334 12.967 15.314
O 11.166 13.211 17.181
C 13.265 9.955 14.813
O 13.335 10.982 14.092
O 13.468 8.754 14.501
H 12.932 7.754 19.462
H 11.513 8.644 19.959
H 13.090 9.247 20.430
H 11.464 11.272 18.743
H 12.802 12.188 14.821
C 17.170 5.974 20.236
C 16.801 6.239 18.760
C 18.054 6.511 17.899
C 15.783 7.376 18.666
H 17.877 5.117 20.394
H 16.289 5.624 20.816
H 17.570 6.868 20.697
H 16.382 5.298 18.360
H 18.616 7.379 18.284
H 17.802 6.699 16.863
H 18.731 5.639 17.893
H 16.266 8.260 19.059
H 14.902 7.149 19.273
S 15.639 5.676 13.085
C 15.700 6.951 11.969
N 14.986 8.062 12.101
C 14.863 9.077 11.072
C 16.128 9.072 10.195
C 16.441 7.642 9.729
N 16.480 6.781 10.872
H 14.496 8.256 12.967
H 14.656 10.040 11.539
H 13.934 8.821 10.489
H 17.007 9.469 10.755
H 16.112 9.723 9.339
H 17.378 7.558 9.175
H 15.616 7.320 9.025
H 16.871 5.858 10.844
N 14.023 6.175 16.294
C 12.689 5.991 16.740
C 11.623 6.440 15.949
C 10.339 6.428 16.448
C 10.079 5.963 17.728
C 11.133 5.464 18.483
C 12.445 5.535 18.043
S 8.451 6.030 18.433
O 7.862 4.730 18.266
O 7.797 7.112 17.708
O 8.702 6.318 19.837
H 14.023 6.289 15.271
H 14.634 5.390 16.547
H 11.826 6.837 14.960
H 9.494 6.839 15.893
H 10.889 5.081 19.474
H 13.267 5.199 18.654
C 21.392 10.760 8.241
C 20.394 10.457 9.345
O 19.181 10.548 9.221
S 21.298 10.016 10.792
C 20.043 9.691 11.963
C 19.413 10.750 12.649
C 18.465 10.437 13.560
C 18.141 9.096 13.891
C 18.808 8.057 13.246
C 19.728 8.389 12.274
C 17.174 8.889 14.901
C 16.423 8.609 15.806
H 21.769 9.797 7.863
H 22.164 11.392 8.634
H 20.938 11.284 7.400
H 19.676 11.789 12.413
H 17.931 11.272 14.057
H 18.528 7.069 13.455
H 20.303 7.633 11.741
*
```

Löwdin atomic charges, in units of e: 0.385, 0.011, -0.311, 0.149, -0.108, -0.078, 0.182, -0.512, 0.098, 0.084, -0.572, 0.000, -0.039, 0.047, 0.091, 0.079, 0.139, 0.053, -0.112, -0.503, -0.098, -0.200, 0.071, 0.071, 0.062, 0.112, 0.081, 0.038, 0.067, 0.051, 0.029, 0.538, -0.871, 0.040, -0.149, -0.157, -0.197, -0.025, 0.080, 0.116, 0.129, 0.111, 0.098, 0.110, 0.124, 0.091, 0.053, -0.301, -0.027, -0.055, -0.281, -0.074, -0.054, 0.366, -0.366, -0.379, -0.389, 0.035, 0.109, 0.105, 0.114, 0.112, 0.100, -0.107, -0.745, 0.015, 1.015, -0.574, -0.108, -0.042, -0.240, -0.026, -0.116, -0.147, -0.038, 0.084, 0.051, 0.078, 0.112, 0.131, 0.086, 0.100

***

> The lowest F_max belongs to which entry?

C30H35CuN5O8S3

***

> Look up the F_max of the third one.

2.099 eV/Å

***

> Which of these has the lowest F_max?

C30H35CuN5O8S3

***

> What is the F_max in the second record?

5.394 eV/Å